Computed, not measured: a cluster of 3 separate species, C18H30F5IO9S in total, with wB97M-V/def2-TZVPD.

Its gap between HOMO and LUMO is 9.767 eV. The value obtained for the HOMO energy is -9.495 eV. The charge is 0. Its molar mass is 644.39 g mol⁻¹. The value obtained for the maximum force is 0.013 hartree/bohr. For the total energy, the calculation gives -2576.27868 Ha. Its SMILES is O=S1(=O)CC[C@@](CCCI)(CCCC(F)(F)C(F)(F)F)CO1.COC(=O)OC.COC(=O)OC.

Atoms and positions in Å:
O1 5.502 -2.370 -0.656
S1 4.220 -1.751 -0.558
O2 4.042 -0.696 0.395
C1 2.970 -2.997 -0.310
C2 1.934 -3.068 -1.441
C3 1.400 -1.741 -2.020
C4 0.967 -2.045 -3.492
C5 -0.305 -1.371 -4.015
C6 -0.158 0.135 -4.259
I1 -2.052 1.128 -4.161
C7 0.219 -1.188 -1.201
C8 0.490 -1.024 0.302
C9 -0.457 0.002 0.943
C10 0.137 1.380 1.109
F1 0.824 1.759 0.004
F2 -0.863 2.287 1.286
C11 1.060 1.520 2.339
F3 0.314 1.591 3.438
F4 1.867 0.480 2.468
F5 1.801 2.617 2.267
C12 2.512 -0.658 -2.048
O3 3.841 -1.216 -2.006
H1 3.515 -3.935 -0.229
H2 2.519 -2.789 0.658
H3 1.089 -3.659 -1.082
H4 2.400 -3.628 -2.253
H5 0.802 -3.123 -3.576
H6 1.791 -1.812 -4.171
H7 -0.521 -1.814 -4.992
H8 -1.175 -1.592 -3.401
H9 0.247 0.325 -5.248
H10 0.460 0.634 -3.520
H11 -0.054 -0.210 -1.601
H12 -0.623 -1.873 -1.318
H13 0.332 -1.977 0.809
H14 1.523 -0.736 0.489
H15 -0.782 -0.355 1.921
H16 -1.355 0.122 0.334
H17 2.462 -0.123 -2.994
H18 2.386 0.084 -1.261
C13 -0.252 -0.577 5.476
O4 -0.430 -1.994 5.599
C14 -0.298 -2.658 4.456
O5 -0.073 -2.171 3.373
O6 -0.460 -3.956 4.701
C15 -0.343 -4.798 3.552
H19 -0.404 -0.156 6.465
H20 0.753 -0.349 5.130
H21 -0.984 -0.165 4.786
H22 0.648 -4.708 3.111
H23 -1.103 -4.546 2.813
H24 -0.498 -5.812 3.907
C16 -5.495 5.894 -1.938
O7 -4.696 6.030 -0.761
C17 -3.488 5.468 -0.851
O8 -3.055 4.884 -1.811
O9 -2.850 5.662 0.299
C18 -1.531 5.103 0.336
H25 -6.435 6.393 -1.722
H26 -5.011 6.372 -2.788
H27 -5.676 4.844 -2.161
H28 -0.903 5.565 -0.425
H29 -1.566 4.035 0.187
H30 -1.132 5.326 1.321



Computed, not measured: the ion C3H5FN3 with charge +1 in a non-equilibrium geometry, with wB97M-V/def2-TZVPD.

Its energy above the lowest of the compared OMol25 structures with the same formula, charge and spin is 4.0443 eV. Its gap between HOMO and LUMO is 9.654 eV. The value obtained for the HOMO energy is -15.528 eV. The charge is +1. Its molar mass is 102.09 g mol⁻¹. The value obtained for the maximum force is 0.069 hartree/bohr. For the total energy, the calculation gives -381.01839 Ha. Its SMILES is C=[NH+]/C=N\C=N\F.

Atoms and positions in Å:
C1 -1.618 -1.214 -0.029
C2 0.711 -1.122 -0.034
C3 0.036 1.208 -0.340
N1 -0.395 -1.733 -0.149
N2 -1.913 0.026 -0.187
N3 0.814 0.271 0.125
F1 -3.164 0.527 0.110
H1 -2.331 -1.893 0.309
H2 1.583 -1.627 0.041
H3 -0.431 1.290 -1.321
H4 0.038 2.159 0.055
H5 1.559 0.612 0.838



Computed, not measured: a structure of composition C20H51N2NbO14P5 in a non-equilibrium geometry, with wB97M-V/def2-TZVPD.

Its energy above the lowest of the compared OMol25 structures with the same formula, charge and spin is 14.1639 eV. Its gap between HOMO and LUMO is 3.072 eV. The value obtained for the HOMO energy is -4.405 eV. The charge is -1. Its molar mass is 791.40 g mol⁻¹. The value obtained for the maximum force is 0.200 hartree/bohr. For the total energy, the calculation gives -3718.73023 Ha.

Atoms and positions in Å:
C1 3.306 -1.439 1.103
C2 3.298 -2.057 -0.394
C3 2.542 -3.476 -0.520
N1 1.402 -3.449 -1.527
Nb1 -0.450 -3.126 -0.506
O1 -0.211 -5.027 0.394
C4 -0.634 -1.008 -1.378
C5 -1.513 -0.166 -0.307
C6 -0.775 0.144 1.056
C7 -1.500 0.901 2.188
C8 -2.995 1.360 1.975
C9 -3.678 2.099 3.222
C10 -3.673 1.075 0.621
C11 -2.964 0.305 -0.557
P1 -1.881 -4.125 -2.381
N2 -3.207 -3.211 -2.651
P2 -2.594 -2.853 0.868
O2 -3.020 -4.289 1.365
H1 4.303 -1.714 1.585
H2 3.294 -0.292 0.993
H3 2.415 -1.748 1.743
H4 2.844 -1.255 -1.074
H5 4.382 -2.209 -0.725
H6 2.190 -3.895 0.484
H7 3.329 -4.228 -0.921
H8 1.615 -2.650 -2.156
H9 0.465 -2.419 0.912
H10 -0.377 -4.860 1.350
H11 -1.083 -0.981 -2.430
H12 0.420 -0.529 -1.421
H13 0.308 -0.195 1.200
H14 -0.942 1.105 3.157
H15 -3.040 3.019 3.449
H16 -4.789 2.314 3.092
H17 -3.563 1.402 4.139
H18 -4.752 1.448 0.472
H19 -3.503 0.086 -1.551
H20 -1.066 -4.266 -3.561
H21 -2.370 -5.402 -1.921
H22 -3.202 -2.381 -2.037
H23 -3.732 -2.359 0.115
H24 -2.397 -2.064 2.057
C12 4.244 4.433 -3.831
O3 2.974 4.199 -4.441
P3 2.343 2.621 -4.138
O4 1.520 2.706 -5.420
O5 1.461 3.150 -2.860
C13 0.962 4.478 -2.794
O6 1.855 1.027 -3.748
C14 0.942 0.338 -4.587
H25 4.539 5.466 -4.022
H26 4.184 4.273 -2.750
H27 4.991 3.763 -4.263
H28 0.655 4.850 -3.773
H29 1.729 5.125 -2.366
H30 0.099 4.491 -2.129
H31 1.395 0.146 -5.562
H32 0.011 0.892 -4.684
H33 0.721 -0.623 -4.111
C15 -9.674 1.210 -0.029
O7 -8.834 1.621 1.052
P4 -9.073 3.260 1.533
O8 -7.648 3.283 2.081
O9 -10.118 2.812 2.717
C16 -10.025 1.545 3.354
O10 -9.394 4.890 1.946
C17 -8.398 5.666 2.592
H34 -9.498 0.152 -0.225
H35 -10.727 1.357 0.230
H36 -9.430 1.786 -0.925
H37 -8.989 1.225 3.483
H38 -10.578 0.811 2.767
H39 -10.494 1.615 4.335
H40 -7.546 5.820 1.926
H41 -8.091 5.200 3.526
H42 -8.841 6.640 2.820
C18 9.928 -0.630 -0.440
O11 8.768 -0.982 0.317
P5 8.788 -2.608 0.896
O12 7.265 -2.606 0.949
O13 9.407 -2.134 2.341
C19 9.138 -0.848 2.883
O14 8.955 -4.228 1.424
C20 7.802 -4.993 1.735
H43 9.859 0.423 -0.715
H44 10.833 -0.787 0.153
H45 9.973 -1.234 -1.350
H46 8.121 -0.516 2.666
H47 9.862 -0.136 2.487
H48 9.266 -0.894 3.965
H49 7.206 -5.164 0.836
H50 7.215 -4.509 2.513
H51 8.145 -5.961 2.113



Computed, not measured: the molecule C7H14 in a non-equilibrium geometry, with wB97M-V/def2-TZVPD.

Its energy above the lowest of the compared OMol25 structures with the same formula, charge and spin is 1.7580 eV. Its gap between HOMO and LUMO is 10.223 eV. The value obtained for the HOMO energy is -9.125 eV. The charge is 0. Its molar mass is 98.19 g mol⁻¹. The value obtained for the maximum force is 0.096 hartree/bohr. For the total energy, the calculation gives -275.05164 Ha. Its SMILES is C=C(C)CCCC.

Atoms and positions in Å:
C1 0.347 -0.894 0.026
C2 -0.263 0.416 0.257
C3 1.190 -1.264 1.499
C4 -1.848 -0.257 -1.990
C5 1.979 -0.149 2.150
C6 -1.088 0.777 -1.214
C7 -1.071 2.056 -1.610
H1 -0.376 -1.705 -0.084
H2 1.087 -0.909 -0.775
H3 -1.006 0.438 1.055
H4 0.475 1.213 0.375
H5 1.858 -2.080 1.207
H6 0.490 -1.704 2.217
H7 -1.167 -0.947 -2.499
H8 -2.503 -0.835 -1.330
H9 -2.481 0.185 -2.770
H10 -0.471 2.807 -1.102
H11 -1.719 2.435 -2.399
H12 1.321 0.592 2.615
H13 2.620 0.362 1.426
H14 2.624 -0.537 2.947



Computed, not measured: a cluster of 3 separate species, C4H12NO3 in total in a non-equilibrium geometry, with wB97M-V/def2-TZVPD.

Its energy above the lowest of the compared OMol25 structures with the same formula, charge and spin is 6.0796 eV. Its gap between HOMO and LUMO is 4.681 eV. The value obtained for the HOMO energy is -13.728 eV. The charge is +1. Its molar mass is 122.14 g mol⁻¹. The value obtained for the maximum force is 0.111 hartree/bohr. For the total energy, the calculation gives -439.65112 Ha.

Atoms and positions in Å:
C1 1.670 -1.564 -1.869
C2 0.343 -0.800 -1.278
C3 0.723 0.512 -0.630
C4 0.969 0.494 0.798
O1 -1.083 2.067 2.486
O2 1.483 1.352 1.518
N1 -0.631 -0.698 -2.433
H1 2.392 -1.879 -1.154
H2 2.159 -0.854 -2.530
H3 1.361 -2.322 -2.407
H4 -0.180 -1.449 -0.603
H5 0.906 1.430 -1.186
H6 0.546 -0.410 1.303
H7 -0.109 2.100 2.160
H8 -1.370 2.916 2.715
H9 -1.275 0.126 -2.173
H10 -0.133 -0.328 -3.231
H11 -2.092 0.326 2.527
H12 -3.238 -0.443 3.294
O3 -2.442 -0.575 2.693



Computed, not measured: a structure of composition H7NS2Si3 in a non-equilibrium geometry, with wB97M-V/def2-TZVPD.

Its energy above the lowest of the compared OMol25 structures with the same formula, charge and spin is 3.0440 eV. Its gap between HOMO and LUMO is 8.673 eV. The value obtained for the HOMO energy is -8.855 eV. The charge is 0. Its molar mass is 169.46 g mol⁻¹. The value obtained for the maximum force is 0.064 hartree/bohr. For the total energy, the calculation gives -1723.78294 Ha.

Atoms and positions in Å:
N1 0.019 -0.075 -2.369
Si1 1.451 0.534 -2.141
Si2 -1.817 0.648 0.772
Si3 0.474 -0.898 1.916
S1 0.039 1.205 2.043
S2 -0.903 -1.338 0.400
H1 -0.310 -1.053 -2.274
H2 2.766 0.430 -2.714
H3 1.455 1.759 -1.322
H4 -2.048 1.058 -0.600
H5 -2.854 0.743 1.832
H6 1.731 -1.577 1.325
H7 -0.003 -1.434 3.130



What is the formula in the first record? C18H30F5IO9S



The highest HOMO energy belongs to which entry? C20H51N2NbO14P5



gap between HOMO and LUMO of number 6 (H7NS2Si3)? 8.673 eV